Formula: C50H44IN7O8Sn
Source: the Open Molecules 2025 dataset
Level of theory: ωB97M-V/def2-TZVPD

The value obtained for the calculated total energy is -3428.971264 hartree. The LUMO energy is 3.46 eV. The total charge is -2. As for the gap between HOMO and LUMO: 0.1704 Ha.

XYZ file:
```
111
Properties=species:S:1:pos:R:3:mulliken_charge:R:1
Sn -0.23 0.30 0.10 0.69
O 2.86 -1.61 -3.07 -0.77
C 2.31 -2.83 -3.23 0.11
C 2.91 -3.72 -4.12 -0.56
C 2.39 -4.99 -4.30 -0.33
C 1.27 -5.39 -3.57 -0.82
C 0.68 -4.51 -2.68 -0.38
C 1.18 -3.22 -2.50 0.42
C 0.58 -2.28 -1.51 0.50
O 0.85 -1.00 -1.64 -0.46
N -0.11 -2.79 -0.55 -0.29
N -0.56 -1.88 0.41 0.20
C -0.43 -2.50 1.65 0.42
C -1.20 -1.95 2.81 -0.86
C -1.98 -2.80 3.57 -0.39
C -2.62 -2.39 4.73 -0.94
C -2.45 -1.07 5.14 -0.41
C -1.70 -0.19 4.38 -0.62
C -1.08 -0.59 3.18 0.66
O -0.45 0.27 2.43 -0.70
H 2.21 -1.11 -2.48 0.20
H 3.78 -3.39 -4.67 0.41
H 2.87 -5.67 -4.99 0.36
H 0.87 -6.39 -3.71 0.37
H -0.19 -4.79 -2.10 0.42
H -0.67 -3.55 1.56 0.22
H -2.09 -3.83 3.24 0.37
H -3.23 -3.08 5.31 0.37
H -2.91 -0.73 6.06 0.35
H -1.60 0.85 4.68 0.41
C 0.94 -5.37 1.63 -1.53
C 1.97 -4.43 1.07 1.28
N 2.88 -5.00 0.31 -0.65
C 3.86 -4.24 -0.19 -1.03
C 4.03 -2.91 0.07 1.35
C 5.26 -2.29 -0.55 -0.92
O 6.24 -1.84 0.39 -0.71
C 3.07 -2.26 0.90 0.01
C 3.12 -0.83 1.28 0.55
N 4.05 -0.08 0.82 0.06
C 4.40 1.25 1.02 0.31
C 5.31 1.71 0.06 0.02
C 5.75 3.01 -0.02 -0.80
C 5.28 3.95 0.89 -0.53
C 4.42 3.53 1.89 -0.54
C 4.00 2.20 1.97 -0.16
I 2.93 1.72 3.69 0.07
C 1.99 -3.04 1.37 0.03
O 1.06 -2.51 2.17 -0.75
H 1.33 -6.38 1.56 0.51
H 0.02 -5.30 1.05 0.13
H 0.71 -5.13 2.67 0.37
H 4.57 -4.76 -0.83 0.22
H 4.97 -1.48 -1.23 0.12
H 5.76 -3.05 -1.14 0.52
H 5.79 -1.11 0.83 0.37
H 2.36 -0.51 1.99 -0.11
H 5.66 0.98 -0.66 0.37
H 6.45 3.30 -0.79 0.37
H 5.59 4.99 0.84 0.37
H 4.06 4.23 2.63 0.34
C -1.82 5.37 -7.31 -1.03
O -2.05 4.62 -6.14 -0.36
C -2.94 3.59 -6.22 0.98
C -3.76 3.34 -7.31 -0.50
C -4.63 2.24 -7.29 -0.69
C -4.64 1.40 -6.20 -1.22
C -3.82 1.65 -5.11 -0.30
C -2.96 2.74 -5.09 0.02
N -2.12 3.06 -4.04 -0.10
C -1.88 2.23 -2.91 -0.07
N -3.00 2.10 -2.17 0.11
C -3.39 1.36 -1.02 0.05
C -2.59 0.55 -0.20 -0.76
C -3.28 -0.06 0.86 -0.26
C -4.62 0.15 1.16 -0.95
C -5.38 0.96 0.33 -0.30
C -4.77 1.53 -0.76 0.50
O -5.54 2.30 -1.65 -0.62
C -6.42 1.52 -2.43 -0.72
N -0.74 1.74 -2.66 0.39
C 0.29 2.01 -3.57 -0.38
C 0.65 1.10 -4.55 -0.08
C 1.70 1.37 -5.43 -1.01
C 2.42 2.55 -5.30 -0.88
C 2.07 3.48 -4.32 -0.59
C 1.01 3.22 -3.48 0.84
O 0.54 4.10 -2.54 -0.22
C 1.29 5.27 -2.32 -1.05
H -1.03 6.07 -7.07 0.25
H -2.72 5.93 -7.62 0.34
H -1.50 4.73 -8.14 0.42
H -3.74 3.99 -8.17 0.37
H -5.26 2.05 -8.15 0.37
H -5.29 0.53 -6.19 0.40
H -3.80 0.96 -4.27 0.75
H -1.33 3.63 -4.31 0.51
H -3.77 2.66 -2.52 0.41
H -2.74 -0.74 1.49 0.46
H -5.06 -0.32 2.03 0.48
H -6.43 1.16 0.53 0.45
H -7.16 1.02 -1.81 0.35
H -5.87 0.76 -2.99 0.20
H -6.91 2.19 -3.13 0.29
H 0.10 0.17 -4.61 0.40
H 1.98 0.64 -6.18 0.43
H 3.26 2.75 -5.96 0.39
H 2.64 4.39 -4.24 0.42
H 0.82 5.78 -1.49 0.24
H 1.30 5.92 -3.20 0.35
H 2.33 5.02 -2.05 0.37
```